Record 1
60
Properties=species:S:1:pos:R:3:forces:R:3 method="wB97M-V/def2-TZVPD" homo_lumo_gap_ev="7.552 / 5.501" multiplicity=2 s2=0.758 lumo_energy_ev="-10.19 / -12.24" total_charge=+3 e_homo_ev="-17.74 / -17.74"
Ta -1.114 1.528 0.268 0.23 -1.50 -0.49
C 1.868 3.536 0.341 -0.15 -0.44 0.61
C 2.063 2.063 0.115 0.83 -0.75 -0.18
C 3.324 1.427 0.051 -1.41 0.12 0.42
C 3.020 0.095 -0.115 1.89 -0.79 0.30
N 1.697 -0.086 -0.212 1.30 0.63 0.26
N 1.099 1.125 -0.104 -0.69 1.67 1.01
B 0.783 -1.262 -0.236 -1.19 0.25 0.64
N -0.214 -0.949 -1.370 -0.83 -1.14 -2.26
C -0.244 -1.587 -2.585 -1.22 1.60 1.89
C -1.363 -1.207 -3.299 1.74 -1.10 0.25
C -1.986 -0.291 -2.510 0.41 1.46 0.55
C -3.118 0.483 -3.101 0.71 -0.48 1.60
N -1.287 -0.083 -1.322 -0.33 0.02 -0.38
N 0.024 -1.383 1.115 -0.18 0.47 -0.13
C 0.108 -2.307 2.098 -0.05 -0.57 -1.08
C -0.691 -1.907 3.121 -0.13 -0.02 0.36
C -1.209 -0.652 2.772 0.41 -0.60 1.09
C -1.851 0.298 3.735 -0.22 -0.38 -0.21
N -0.793 -0.347 1.545 0.95 0.14 -1.12
N 1.431 -2.633 -0.494 0.49 0.74 -0.30
C 0.751 -3.858 -0.558 -0.15 -0.22 0.07
C 1.556 -4.725 -1.130 2.11 -0.87 -0.36
C 2.827 -3.960 -1.359 0.56 -2.78 -1.42
C 4.092 -4.413 -2.068 -1.94 1.26 -0.29
N 2.645 -2.718 -0.956 -0.23 1.99 0.56
H 2.749 3.965 0.821 0.01 -0.17 -0.06
H 1.003 3.837 0.948 0.31 -0.27 -0.20
H 1.765 4.043 -0.591 0.06 0.56 -0.90
H 4.297 1.857 0.217 -0.02 0.04 -0.13
H 3.782 -0.713 -0.093 -1.17 0.55 -0.28
H 0.509 -2.236 -2.851 1.45 -1.35 -0.50
H -1.570 -1.570 -4.293 -0.37 0.23 0.09
H -2.770 1.422 -3.469 0.20 0.69 -0.37
H -3.845 0.647 -2.323 -0.84 -0.01 -0.23
H -3.413 -0.145 -3.912 -0.97 0.00 -0.47
H 0.643 -3.267 1.957 -0.28 0.98 0.26
H -0.856 -2.487 3.998 -0.17 0.01 0.61
H -1.120 0.532 4.511 0.00 0.26 -0.16
H -2.702 -0.119 4.269 -0.05 -0.33 -0.12
H -2.224 1.169 3.223 -0.02 0.43 0.15
H -0.201 -4.028 -0.141 -0.98 0.24 0.25
H 1.460 -5.793 -1.267 -0.21 0.16 -0.14
H 3.844 -5.301 -2.671 0.61 0.20 0.51
H 4.916 -4.489 -1.364 0.19 -0.47 0.18
H 4.388 -3.562 -2.733 -0.17 -0.59 0.34
Br -3.792 0.639 0.783 -0.30 0.10 -0.03
C -4.549 2.248 -0.007 0.24 -0.38 -1.28
Br -3.066 3.047 -0.966 0.07 0.42 -0.09
H -4.904 2.940 0.726 -0.21 0.19 0.47
H -5.242 2.022 -0.826 -0.17 -0.25 0.76
F 0.226 2.504 -2.374 0.19 0.42 -0.18
B -0.276 3.086 -1.303 -0.53 -0.36 -0.22
F -0.585 4.375 -1.326 0.40 -0.19 -0.07
C -0.041 3.266 3.221 2.28 -0.83 0.02
C -0.560 2.621 2.022 -1.12 0.25 -0.52
O -1.720 2.919 1.595 0.52 -0.05 0.64
H 1.047 3.053 3.370 -1.00 -0.60 0.20
H -0.660 3.016 4.083 0.04 0.30 0.03
H 0.047 4.312 3.023 -0.84 1.15 0.04

Record 2
72
Properties=species:S:1:pos:R:3:forces:R:3 method="wB97M-V/def2-TZVPD" homo_lumo_gap_ev=10.259 lumo_energy_ev=2.05 total_charge=-1 e_homo_ev=-8.21
B 0.228 0.047 -0.024 -0.07 0.56 0.24
H 0.300 -1.150 -0.011 0.02 -0.34 0.00
H 0.469 0.552 1.045 0.00 -0.05 0.51
H 1.009 0.554 -0.781 0.23 -0.03 -0.50
H -0.886 0.416 -0.306 -0.38 0.17 -0.19
C -2.916 0.716 2.326 0.08 0.70 0.12
C -1.745 0.067 3.068 -0.79 0.32 -0.56
O -2.426 -0.647 4.068 0.58 -0.54 0.10
C -3.729 -0.842 3.727 0.00 0.45 0.36
O -4.478 -1.504 4.362 -0.09 -0.17 -0.18
O -4.032 -0.120 2.637 0.06 -0.04 -0.20
F -0.956 1.014 3.648 -0.01 0.03 0.21
H -2.781 0.873 1.260 -0.03 -0.50 -0.07
H -3.116 1.698 2.764 0.18 -0.01 0.07
H -1.101 -0.558 2.450 0.00 -0.15 0.13
C -2.710 -1.677 -1.195 -0.05 0.65 0.42
C -3.730 -2.223 -0.207 0.14 -0.06 -0.63
O -4.794 -1.298 -0.294 -0.20 -0.24 0.04
C -4.751 -0.704 -1.515 0.33 0.43 0.24
O -5.608 -0.028 -1.974 -0.10 -0.11 -0.03
O -3.558 -0.941 -2.095 -0.07 -0.44 -0.56
F -3.270 -2.270 1.062 0.10 -0.07 0.04
H -2.109 -2.434 -1.691 -0.24 -0.03 -0.26
H -2.048 -0.931 -0.748 0.06 -0.41 0.33
H -4.099 -3.204 -0.513 -0.01 -0.12 0.40
C 0.941 3.537 -0.733 -0.64 0.35 0.62
C -0.595 3.572 -0.896 0.86 -0.38 0.51
O -0.799 4.753 -1.612 -0.57 -0.42 -0.42
C 0.356 5.175 -2.191 0.00 0.28 0.22
O 0.425 6.057 -2.976 0.05 0.07 -0.04
O 1.397 4.481 -1.700 0.35 -0.35 -0.04
F -1.194 3.703 0.330 0.01 0.11 0.06
H 1.420 2.570 -0.831 -0.16 -0.05 -0.41
H 1.128 3.906 0.280 0.20 0.12 -0.10
H -1.025 2.672 -1.334 -0.13 0.26 -0.37
C 1.879 -3.147 0.798 -0.57 -0.18 0.87
C 0.515 -3.804 0.688 0.01 0.26 -1.18
O 0.703 -5.084 1.184 -0.01 -0.07 0.31
C 2.044 -5.372 1.202 0.28 -0.02 0.00
O 2.499 -6.445 1.423 -0.21 0.14 0.00
O 2.760 -4.262 0.950 -0.03 -0.10 -0.27
F 0.154 -3.933 -0.654 0.03 -0.01 0.11
H 1.883 -2.585 1.735 0.27 0.31 -0.23
H 2.104 -2.537 -0.067 0.19 -0.09 -0.04
H -0.306 -3.257 1.140 0.02 -0.25 0.39
C 2.045 1.951 3.378 -0.06 -0.11 -0.05
C 2.767 0.923 2.537 -0.06 0.52 -0.28
O 2.527 -0.276 3.200 -0.08 -0.05 0.08
C 2.173 -0.004 4.497 0.08 0.33 0.18
O 2.033 -0.815 5.346 0.01 -0.17 -0.09
O 2.027 1.328 4.664 -0.14 -0.05 -0.04
F 4.127 1.159 2.520 0.05 -0.04 0.01
H 1.026 2.074 3.010 -0.03 -0.02 0.07
H 2.542 2.916 3.422 0.18 -0.09 0.11
H 2.402 0.896 1.515 0.08 -0.31 -0.05
C -1.181 0.432 -3.604 0.19 -1.43 -1.24
C 0.302 0.161 -3.861 -0.11 0.42 0.78
O 0.707 1.252 -4.649 -0.13 0.09 0.14
C -0.277 2.202 -4.677 0.62 -0.16 -0.28
O -0.134 3.260 -5.189 -0.24 0.14 0.02
O -1.378 1.765 -4.049 -0.29 0.17 0.55
F 0.484 -0.991 -4.552 -0.03 -0.08 -0.14
H -1.525 0.187 -2.610 0.16 0.82 0.32
H -1.706 -0.260 -4.274 -0.21 0.25 -0.01
H 0.889 0.129 -2.943 0.17 -0.23 -0.15
C 3.690 0.033 -1.293 -0.01 -0.38 -0.41
N 4.004 -1.201 -2.075 -0.12 -0.14 0.02
O 3.126 -1.641 -2.790 0.06 0.02 0.06
O 5.100 -1.702 -1.924 -0.07 0.09 -0.01
H 4.639 0.533 -1.139 -0.13 0.17 0.24
H 3.186 -0.295 -0.388 0.24 0.00 0.16
H 2.955 0.580 -1.868 0.18 0.22 -0.07

| no. | DFT total energy (eV) |
| --- | --- |
| 1 | -182477.79379 |
| 2 | -79530.18526 |